A structure of composition C7H20B2Br6Na3O3 at a distorted geometry, computed with ωB97M-V/def2-TZVPD.

Gap between HOMO and LUMO (alpha / beta) = 8.1 / 6.8 eV
LUMO energy (alpha / beta) = -0.74 / -1.98 eV
Energy above the lowest of the compared OMol25 structures with the same formula, charge and spin = 0.00 kcal/mol
HOMO (alpha / beta) = -8.821 / -8.820 eV

The geometry in ORCA input format:
```
! wB97M-V def2-TZVPD RIJCOSX def2/J DEFGRID3
* xyz 0 2
Na -2.767 -1.354 -2.190
Na -0.368 -2.734 0.260
Na -2.648 -0.398 1.586
C -3.259 -3.199 0.880
O -2.520 -2.931 1.805
O -3.810 -4.261 0.749
O -3.444 -2.410 -0.032
B -1.697 -3.324 -3.535
H -2.108 -4.311 -3.384
H -1.180 -2.997 -2.647
H -0.917 -3.364 -4.279
H -2.448 -2.622 -3.863
B -1.066 -0.278 -0.284
H -0.607 0.696 -0.367
H -0.782 -0.767 0.635
H -2.130 -0.155 -0.415
H -0.733 -0.921 -1.083
Br 2.848 1.851 -4.038
C 3.431 0.539 -2.662
C 2.299 -0.285 -2.074
Br 2.932 -1.380 -0.511
H 4.038 0.999 -1.881
H 4.103 -0.154 -3.167
H 1.975 -1.015 -2.815
H 1.422 0.328 -1.868
Br 3.184 1.659 1.638
C 1.855 0.523 2.663
C 1.620 1.027 4.065
Br 0.805 -0.351 5.237
H 2.217 -0.505 2.679
H 1.000 0.561 1.988
H 1.053 1.957 4.114
H 2.622 1.315 4.385
Br -1.933 2.042 2.288
C -1.403 3.500 1.021
C 0.142 3.549 1.073
Br 0.814 5.082 0.078
H -1.842 4.470 1.254
H -1.647 3.248 -0.011
H 0.625 2.715 0.565
H 0.324 3.655 2.143
*
```


A structure of composition C7H20BN9O9 at a distorted geometry, computed with ωB97M-V/def2-TZVPD.

Gap between HOMO and LUMO = 8.8 eV
LUMO energy = 0.06 eV
HOMO = -8.742 eV

The geometry in ORCA input format:
```
! wB97M-V def2-TZVPD RIJCOSX def2/J DEFGRID3
* xyz 0 1
C -0.511 1.089 2.188
C -1.483 1.568 1.710
N -2.596 2.085 1.163
O -3.584 1.098 0.827
B -4.509 0.787 1.818
O -5.828 0.685 1.435
O -4.130 0.536 3.082
C -3.109 3.240 1.763
O -2.728 3.712 2.792
O -4.062 3.788 0.997
H 0.367 0.696 2.633
H -6.135 1.529 1.094
H -4.879 0.697 3.662
H -4.597 4.302 1.613
C -2.176 -1.698 -2.472
O -1.604 -2.336 -3.347
N -1.520 -1.119 -1.436
N -3.535 -1.504 -2.493
H -1.979 -0.590 -0.718
H -0.516 -1.189 -1.427
H -4.046 -1.913 -3.249
H -4.025 -0.977 -1.796
C 1.583 -0.513 -3.421
O 1.381 -0.549 -2.213
N 1.162 -1.493 -4.264
N 2.266 0.525 -4.004
H 1.331 -1.493 -5.250
H 0.637 -2.248 -3.853
H 2.585 1.259 -3.403
H 2.448 0.583 -4.987
C 3.048 0.222 3.689
O 1.880 0.556 3.855
N 3.389 -1.049 3.348
N 4.079 1.113 3.798
H 4.328 -1.344 3.159
H 2.646 -1.713 3.245
H 3.845 2.057 4.035
H 5.038 0.866 3.652
C 3.505 -1.566 -0.521
O 4.240 -1.941 0.382
N 2.478 -0.689 -0.309
N 3.654 -1.998 -1.812
H 1.858 -0.367 -1.031
H 2.347 -0.356 0.627
H 4.397 -2.643 -1.997
H 3.061 -1.705 -2.564
*
```


The ion C7H20N3 with charge +1 at a distorted geometry, computed with ωB97M-V/def2-TZVPD.

Gap between HOMO and LUMO = 10.7 eV
LUMO energy = -2.37 eV
Structure (SMILES) = CN(C)C[C@](C)(N)[NH+](C)C
Energy above the lowest of the compared OMol25 structures with the same formula, charge and spin = 71.36 kcal/mol
HOMO = -13.033 eV

The geometry in ORCA input format:
```
! wB97M-V def2-TZVPD RIJCOSX def2/J DEFGRID3
* xyz 1 1
C 0.213 -2.138 0.993
C 0.794 1.359 -1.853
C 1.684 2.352 0.249
C -1.242 0.200 1.763
C -2.407 -0.335 -0.217
C 1.369 -0.131 -0.089
C 0.051 -1.075 -0.136
N -0.219 -1.795 -1.272
N 1.009 1.254 -0.357
N -1.124 -0.102 0.299
H -0.637 -2.810 1.016
H 0.220 -1.621 1.937
H 1.106 -2.689 0.819
H 1.093 2.367 -2.227
H 1.346 0.585 -2.205
H -0.316 1.355 -2.094
H 1.513 2.280 1.296
H 2.731 2.325 0.118
H 1.387 3.332 -0.199
H -1.569 -0.672 2.315
H -0.309 0.709 2.195
H -1.952 0.924 1.949
H -2.886 -1.169 0.390
H -3.027 0.549 -0.267
H -2.216 -0.732 -1.245
H 1.695 -0.170 0.978
H 2.110 -0.668 -0.779
H 0.230 -1.458 -2.117
H -0.118 -2.753 -1.167
H -0.529 0.729 -0.093
*
```


An isolated molecule of C7H20NP at a distorted geometry, computed with ωB97M-V/def2-TZVPD.

Gap between HOMO and LUMO = 9.4 eV
LUMO energy = 1.02 eV
Structure (SMILES) = CCN[PH3]CCC(C)C
Energy above the lowest of the compared OMol25 structures with the same formula, charge and spin = 6.36 kcal/mol
HOMO = -8.416 eV

The geometry in ORCA input format:
```
! wB97M-V def2-TZVPD RIJCOSX def2/J DEFGRID3
* xyz 0 1
C 1.781 -2.942 0.139
C 2.150 -1.799 1.072
N 2.782 -0.655 0.405
P 1.650 0.690 0.045
C 0.376 2.091 -0.237
C -0.895 1.624 -0.959
C -1.667 0.553 -0.226
C -2.716 -0.089 -1.153
C -2.299 1.101 1.064
H 1.004 -2.669 -0.567
H 2.658 -3.320 -0.377
H 1.390 -3.769 0.730
H 2.825 -2.184 1.835
H 1.247 -1.490 1.603
H 3.152 -0.992 -0.483
H 1.045 -0.051 -1.016
H 1.278 0.639 1.417
H 2.729 1.519 -0.318
H 0.071 2.461 0.742
H 0.820 2.940 -0.751
H -0.611 1.300 -1.963
H -1.534 2.496 -1.102
H -1.016 -0.255 0.097
H -2.328 -1.011 -1.580
H -3.606 -0.358 -0.594
H -2.962 0.561 -1.988
H -1.536 1.157 1.838
H -2.759 2.071 0.910
H -3.030 0.381 1.415
*
```


A structure of composition C7H20O9V at a distorted geometry, computed with ωB97M-V/def2-TZVPD.

Gap between HOMO and LUMO = 3.4 eV
LUMO energy = 0.85 eV
Energy above the lowest of the compared OMol25 structures with the same formula, charge and spin = 135.74 kcal/mol
HOMO = -2.553 eV

The geometry in ORCA input format:
```
! wB97M-V def2-TZVPD RIJCOSX def2/J DEFGRID3
* xyz -1 1
O -0.424 -3.412 1.710
V 0.967 -2.597 1.656
O 1.047 -1.805 3.059
C 3.692 -3.276 -1.260
O 4.308 -3.167 -2.312
O 4.140 -2.736 -0.269
O 2.600 -3.845 -1.231
O 0.132 0.050 -0.392
H -0.643 0.101 -0.952
H 0.558 0.901 -0.493
O 2.678 -5.324 3.163
H 2.343 -5.765 3.944
H 3.603 -5.568 3.128
C 3.531 5.000 2.190
C 2.434 3.845 2.020
C 1.035 4.252 2.484
O 2.196 3.601 0.629
H 4.469 4.987 1.634
H 3.580 5.331 3.227
H 3.164 5.894 1.686
H 2.772 2.899 2.443
H 0.904 4.779 3.429
H 0.619 3.281 2.750
H 0.464 4.841 1.766
H 2.361 4.436 0.184
C -3.978 -2.489 -2.144
C -3.938 -1.299 -2.998
C -5.277 -0.896 -3.531
O -3.453 -0.192 -2.266
H -4.898 -3.042 -2.332
H -4.130 -2.275 -1.086
H -3.105 -3.139 -2.193
H -3.348 -1.442 -3.904
H -5.220 -0.192 -4.361
H -5.871 -0.490 -2.712
H -5.742 -1.832 -3.843
H -3.567 0.585 -2.819
*
```


A structure of composition C7H21ClNO2P2 at a distorted geometry, computed with ωB97M-V/def2-TZVPD.

Gap between HOMO and LUMO = 7.7 eV
LUMO energy = -3.86 eV
Energy above the lowest of the compared OMol25 structures with the same formula, charge and spin = 9.79 kcal/mol
HOMO = -11.606 eV

The geometry in ORCA input format:
```
! wB97M-V def2-TZVPD RIJCOSX def2/J DEFGRID3
* xyz 1 1
C 5.940 0.949 1.202
C 4.909 1.821 0.469
C 3.511 1.239 0.576
Cl 3.031 1.038 2.282
P 2.192 2.337 -0.066
P 0.147 1.332 -0.259
N -0.381 1.354 1.363
O 0.472 -0.212 -0.526
H 5.588 -0.071 1.277
H 6.868 0.913 0.652
H 6.103 1.325 2.198
H 5.190 1.897 -0.574
H 4.888 2.799 0.931
H 3.450 0.281 0.080
H 2.023 3.354 0.871
H 2.577 2.907 -1.283
H 0.186 0.764 1.970
H -0.316 2.310 1.707
H 0.888 -0.673 0.227
C -4.852 -1.701 -2.427
C -4.786 -2.535 -1.160
O -3.472 -2.911 -0.780
C -2.573 -1.860 -0.512
C -3.004 -0.939 0.620
H -4.387 -2.232 -3.258
H -5.891 -1.497 -2.684
H -4.345 -0.741 -2.316
H -5.314 -3.475 -1.315
H -5.293 -2.024 -0.334
H -2.374 -1.282 -1.424
H -1.637 -2.353 -0.246
H -3.934 -0.418 0.391
H -2.243 -0.184 0.812
H -3.161 -1.511 1.535
*
```


A structure of composition C7H21CoFN7O14 at a distorted geometry, computed with ωB97M-V/def2-TZVPD.

Gap between HOMO and LUMO (alpha / beta) = 4.6 / 9.4 eV
LUMO energy (alpha / beta) = -1.49 / -1.34 eV
HOMO (alpha / beta) = -6.050 / -10.732 eV

The geometry in ORCA input format:
```
! wB97M-V def2-TZVPD RIJCOSX def2/J DEFGRID3
* xyz 0 5
Co -20.245 16.241 8.562
F -19.409 15.109 7.146
C -16.361 18.011 9.717
N -17.237 16.849 10.051
O -18.302 16.677 9.355
O -16.902 16.121 11.003
H -16.852 18.494 8.872
H -15.411 17.578 9.403
H -16.355 18.569 10.654
C -21.670 19.679 6.764
N -21.106 18.261 6.654
O -20.120 17.968 7.314
O -21.600 17.555 5.774
H -22.724 19.462 6.935
H -21.290 20.184 5.876
H -21.223 20.059 7.683
C -17.864 13.110 5.201
N -16.979 13.046 3.992
O -16.801 11.912 3.572
O -16.445 14.070 3.608
H -18.920 13.136 4.934
H -17.700 14.065 5.700
H -17.530 12.303 5.853
C -21.108 14.037 11.792
N -20.496 13.599 10.517
O -20.556 12.429 10.085
O -19.928 14.546 9.911
H -21.798 14.864 11.627
H -20.272 14.306 12.438
H -21.664 13.201 12.215
C -21.777 13.000 6.939
N -22.980 13.486 6.178
O -23.393 12.766 5.311
O -23.476 14.500 6.538
H -20.856 12.921 6.361
H -22.068 12.030 7.342
H -21.597 13.658 7.790
C -17.560 16.595 4.141
N -18.256 17.913 3.846
O -19.416 17.859 3.536
O -17.644 18.925 4.127
H -17.285 16.258 3.141
H -18.202 15.803 4.527
H -16.729 16.702 4.838
C -16.324 13.777 8.600
N -15.851 14.642 7.487
O -16.094 15.833 7.498
O -15.204 14.039 6.696
H -17.389 14.011 8.614
H -15.815 14.041 9.527
H -16.097 12.727 8.416
*
```


A structure of composition C7H21EuNOP at a distorted geometry, computed with ωB97M-V/def2-TZVPD.

Gap between HOMO and LUMO (alpha / beta) = 6.4 / 5.2 eV
LUMO energy (alpha / beta) = -3.27 / -6.44 eV
HOMO (alpha / beta) = -9.689 / -11.638 eV

The geometry in ORCA input format:
```
! wB97M-V def2-TZVPD RIJCOSX def2/J DEFGRID3
* xyz 1 8
C -0.904 0.950 3.484
C -1.486 1.892 2.428
C -2.486 1.234 1.461
C -2.176 1.519 -0.007
O -0.893 1.069 -0.417
P -0.626 -0.648 -0.645
C 1.364 -0.075 -0.896
C 1.902 -0.656 -2.173
C 2.131 -2.158 -2.332
N 2.785 -2.780 -1.191
H -0.869 -0.078 3.119
H 0.113 1.229 3.764
H -1.495 0.945 4.401
H -1.972 2.731 2.930
H -0.669 2.323 1.843
H -3.504 1.596 1.640
H -2.514 0.158 1.636
H -2.949 1.065 -0.644
H -2.203 2.597 -0.189
H -0.329 -0.803 0.745
H -1.997 -1.014 -0.536
H -0.699 -0.393 -2.084
H -0.214 -2.008 -0.910
H 1.207 1.014 -0.925
H 1.969 -0.317 -0.011
H 2.908 -0.206 -2.377
H 1.267 -0.318 -3.008
H 2.728 -2.311 -3.235
H 1.150 -2.593 -2.525
H 2.890 -2.137 -0.417
H 2.242 -3.551 -0.819
Eu 3.329 1.723 -2.110
*
```


A structure of composition C7H21FN3O10PSSn at a distorted geometry, computed with ωB97M-V/def2-TZVPD.

Gap between HOMO and LUMO = 7.5 eV
LUMO energy = 4.32 eV
Energy above the lowest of the compared OMol25 structures with the same formula, charge and spin = 6.84 kcal/mol
HOMO = -3.177 eV

The geometry in ORCA input format:
```
! wB97M-V def2-TZVPD RIJCOSX def2/J DEFGRID3
* xyz -2 1
Sn 5.320 9.585 6.082
N 4.322 5.121 9.507
C 3.860 6.381 10.050
C 4.519 7.522 9.291
C 6.039 7.582 9.533
C 6.836 8.706 8.952
N 6.898 8.749 7.464
H 4.294 4.394 10.233
H 5.345 5.212 9.396
H 3.962 6.379 11.148
H 2.797 6.427 9.768
H 4.103 8.524 9.542
H 4.260 7.354 8.228
H 6.615 6.670 9.204
H 6.221 7.698 10.641
H 7.816 8.604 9.377
H 6.454 9.706 9.196
H 7.065 7.812 7.088
H 7.713 9.326 7.148
C 8.936 16.218 9.064
O 8.147 15.606 8.094
P 6.794 14.954 8.851
O 5.826 14.655 7.589
C 6.097 14.425 6.183
O 7.340 13.451 9.260
C 7.723 12.406 8.259
H 8.404 16.343 9.971
H 9.420 17.125 8.759
H 9.757 15.515 9.230
H 5.596 13.558 5.923
H 7.158 14.415 6.063
H 5.653 15.244 5.612
H 8.176 12.775 7.369
H 6.829 11.818 7.990
H 8.396 11.675 8.735
O 8.801 10.732 5.476
S 7.623 10.514 4.566
O 6.441 11.192 5.366
O 7.085 9.131 4.532
O 7.672 11.174 3.281
O 5.710 3.384 11.533
N 6.613 4.048 10.962
O 7.287 3.580 10.067
O 6.749 5.222 11.369
F 4.694 10.760 7.575
*
```


A cluster of 2 separate species, C7H21N4O4P2S in total at a distorted geometry, computed with ωB97M-V/def2-TZVPD.

Gap between HOMO and LUMO = 7.4 eV
LUMO energy = -4.12 eV
Energy above the lowest of the compared OMol25 structures with the same formula, charge and spin = 0.00 kcal/mol
HOMO = -11.514 eV

The geometry in ORCA input format:
```
! wB97M-V def2-TZVPD RIJCOSX def2/J DEFGRID3
* xyz 1 1
O 0.354 2.357 5.502
P 0.353 2.158 4.059
O -0.614 3.118 3.284
O 0.046 0.677 3.622
N 1.911 2.497 3.403
C 2.271 2.127 2.198
N 3.461 2.372 1.595
C 3.017 2.957 0.285
C 1.637 2.245 0.063
N 1.431 1.462 1.326
P 1.755 -0.247 1.073
S 3.270 -0.645 -0.055
H -1.150 3.588 3.936
H -0.347 0.264 4.406
H 2.553 3.023 3.982
H 3.994 3.012 2.182
H 3.725 2.860 -0.521
H 2.750 3.983 0.523
H 0.822 2.954 0.008
H 1.644 1.601 -0.806
H 1.931 -0.815 2.341
H 0.578 -0.731 0.474
C -2.785 -2.061 -1.065
C -2.000 -1.326 -2.146
C -2.248 -1.860 -3.563
O -1.578 -3.067 -3.856
C -2.240 -4.250 -3.441
N -0.572 -1.351 -1.802
H -2.371 -3.047 -0.858
H -2.759 -1.497 -0.132
H -3.830 -2.182 -1.352
H -2.330 -0.283 -2.136
H -1.853 -1.129 -4.273
H -3.322 -1.954 -3.768
H -3.325 -4.156 -3.534
H -1.980 -4.515 -2.414
H -1.904 -5.057 -4.091
H -0.062 -0.786 -2.476
H -0.232 -2.294 -1.973
*
```


A structure of composition C7H22BeN10O11Pb at a distorted geometry, computed with ωB97M-V/def2-TZVPD.

Gap between HOMO and LUMO = 1.4 eV
LUMO energy = -11.43 eV
Energy above the lowest of the compared OMol25 structures with the same formula, charge and spin = 295.91 kcal/mol
HOMO = -12.841 eV

The geometry in ORCA input format:
```
! wB97M-V def2-TZVPD RIJCOSX def2/J DEFGRID3
* xyz 2 1
Be -4.741 1.669 5.511
Pb -7.518 3.697 -0.062
O -1.373 1.473 0.416
C -2.164 1.440 1.475
O -1.858 0.862 2.542
O -3.259 1.995 1.509
H -2.022 1.958 -0.100
O -1.957 4.322 -3.767
C -2.824 5.251 -3.432
O -3.779 4.960 -2.661
O -2.722 6.409 -3.797
H -1.307 4.709 -4.358
C -5.093 -0.760 -2.822
O -6.098 -0.146 -2.474
N -4.027 -0.179 -3.254
N -4.883 -2.016 -2.612
H -3.212 -0.734 -3.475
H -4.072 0.789 -3.538
H -5.653 -2.480 -2.151
H -4.016 -2.489 -2.825
C 3.065 -1.994 5.577
O 3.836 -1.289 4.921
N 3.412 -3.192 5.862
N 1.823 -1.789 5.898
H 4.274 -3.454 5.406
H 2.913 -3.852 6.442
H 1.364 -1.139 5.275
H 1.184 -2.446 6.322
C -0.550 -4.040 1.422
O -0.436 -5.228 1.044
N -1.309 -3.648 2.382
N 0.062 -3.027 0.880
H -1.462 -2.672 2.590
H -1.792 -4.375 2.890
H -0.053 -2.126 1.322
H 0.687 -3.241 0.117
C 4.129 3.511 1.402
O 5.149 3.572 2.047
N 3.654 4.472 0.707
N 3.447 2.379 1.208
H 3.109 4.252 -0.115
H 3.951 5.423 0.873
H 3.742 1.598 1.776
H 2.574 2.411 0.700
C 3.432 -1.499 -4.194
O 3.834 -2.068 -3.241
N 3.819 -1.907 -5.439
N 2.562 -0.482 -4.168
H 3.506 -1.559 -6.335
H 4.419 -2.719 -5.412
H 2.124 -0.413 -3.260
H 2.112 -0.187 -5.022
*
```


A structure of composition C7H22F2KN5O8S2 at a distorted geometry, computed with ωB97M-V/def2-TZVPD.

Gap between HOMO and LUMO = 10.1 eV
LUMO energy = 0.00 eV
HOMO = -10.067 eV

The geometry in ORCA input format:
```
! wB97M-V def2-TZVPD RIJCOSX def2/J DEFGRID3
* xyz 0 1
K -28.417 9.154 -3.519
N -27.667 11.425 -2.332
S -28.596 12.571 -2.471
O -28.342 13.866 -1.889
O -29.973 12.182 -2.677
F -28.113 12.913 -3.916
S -27.596 11.469 -0.682
O -28.836 11.590 0.156
O -26.333 11.987 -0.193
F -27.322 9.903 -0.408
C -28.810 4.732 -1.377
C -28.810 5.619 -2.546
O -29.550 6.806 -2.349
H -29.775 4.361 -1.032
H -28.291 4.984 -0.452
H -28.315 3.855 -1.794
H -29.115 5.089 -3.449
H -27.760 5.893 -2.648
H -30.417 6.408 -2.245
C -30.072 10.852 -6.466
O -29.768 9.957 -5.733
N -29.355 11.819 -6.876
N -31.335 10.942 -6.868
H -29.566 12.562 -7.527
H -28.443 11.873 -6.445
H -31.881 10.202 -6.450
H -31.644 11.778 -7.343
C -26.622 8.412 -6.588
O -27.300 7.989 -5.666
N -26.004 9.571 -6.694
N -26.429 7.644 -7.666
H -25.604 9.720 -7.610
H -25.671 10.021 -5.854
H -25.724 7.938 -8.328
H -26.666 6.669 -7.550
C -24.152 12.054 -3.047
C -24.486 10.731 -3.831
C -24.386 9.525 -2.851
O -25.824 10.823 -4.282
H -23.183 11.933 -2.565
H -24.907 12.238 -2.283
H -24.063 12.811 -3.827
H -23.817 10.659 -4.688
H -23.363 9.476 -2.479
H -24.567 8.547 -3.297
H -25.143 9.616 -2.071
H -26.359 11.086 -3.529
*
```